155
Properties=species:S:1:pos:R:3:forces:R:3 method="wB97M-V/def2-TZVPD" total_charge=+1 e_tot_ev=-103191.8197
N -3.15278 -6.09626 -3.56762 0.205 -0.039 0.173
C -3.70835 -4.97890 -3.35869 -0.043 0.222 0.119
N -4.63171 -4.83839 -2.29923 0.161 -0.111 -0.206
N -3.39876 -3.76768 -4.01405 -0.386 -0.338 -0.238
C -4.50337 -2.84285 -4.28411 0.055 0.053 -0.090
C -3.97996 -1.46204 -4.69002 0.255 -0.042 0.587
C -2.82966 -0.97093 -3.76351 -0.107 -0.012 -0.418
C -3.09405 0.29501 -2.96724 0.307 0.118 -0.207
N -3.67414 0.09570 -1.57516 -0.135 -0.048 0.055
S -5.24544 -0.74182 -1.61233 -0.126 -0.096 -0.107
C -2.68342 -0.44242 -0.56686 -0.044 0.063 0.566
C -2.50815 -1.97098 -0.36213 0.520 -0.353 0.044
C -1.03103 -2.22041 -0.53992 -0.593 -0.237 0.510
F -0.25176 -1.43531 0.24797 0.111 0.523 -0.777
C -0.47554 -3.03776 -1.42812 1.319 1.356 0.065
F -0.96026 -4.18711 -1.73125 -0.961 -0.869 -1.274
F 0.65925 -2.79660 -2.08563 -0.285 -0.318 0.934
H -2.44088 -6.05634 -4.29289 -0.002 -0.020 0.000
H -5.55436 -4.58517 -2.62908 -0.034 0.069 0.103
H -4.69449 -5.72945 -1.81663 -0.033 0.050 -0.015
H -2.88837 -3.97671 -4.86539 0.037 0.055 0.054
H -5.17213 -3.22815 -5.06534 0.026 0.080 0.091
H -5.08605 -2.75470 -3.36833 0.048 0.004 -0.039
H -4.81056 -0.75021 -4.64887 0.036 -0.084 -0.256
H -3.60350 -1.49308 -5.71475 -0.156 0.030 0.052
H -2.49180 -1.78943 -3.12540 0.002 0.054 0.036
H -1.97549 -0.73793 -4.40557 0.004 0.035 0.190
H -3.75799 0.97546 -3.50653 -0.115 -0.097 0.188
H -2.16194 0.83724 -2.77904 -0.091 -0.095 0.012
H -3.89598 1.04112 -1.25885 0.095 0.015 -0.037
H -5.68734 -0.23594 -0.44720 0.135 0.035 0.011
H -2.99005 -0.01159 0.38939 -0.028 0.015 -0.131
H -1.73472 0.02583 -0.82687 -0.122 -0.093 -0.078
H -3.05021 -2.61053 -1.06491 -0.152 0.209 -0.015
H -2.84225 -2.23379 0.64412 -0.055 0.020 -0.087
N 3.25514 1.22486 1.73305 -0.082 0.100 0.003
C 2.29898 0.33055 1.32967 -0.038 0.038 -0.036
C 2.61648 -0.06675 0.05706 -0.073 0.029 -0.058
C 3.80750 0.61110 -0.32076 -0.036 0.087 -0.005
C 4.17656 1.40290 0.73432 -0.016 0.036 0.027
H 3.28138 1.66868 2.63255 0.099 -0.132 0.067
H 1.48353 0.05149 1.97560 0.029 -0.009 0.033
H 2.05593 -0.76495 -0.54030 0.052 -0.023 -0.035
H 4.33110 0.52653 -1.25781 0.015 -0.021 0.008
H 5.01222 2.07004 0.86273 0.020 -0.023 0.009
N 3.92414 4.56194 3.08622 0.034 -0.010 -0.017
C 4.13389 5.80463 2.54842 0.013 -0.025 0.004
C 5.01353 6.46638 3.36122 0.032 0.039 -0.041
C 5.34899 5.59048 4.42978 0.022 0.004 0.000
C 4.66198 4.42468 4.23391 -0.031 -0.024 -0.031
H 3.31219 3.86914 2.70071 -0.063 0.067 -0.036
H 3.64126 6.10851 1.64065 -0.013 0.016 0.011
H 5.37665 7.47020 3.21172 -0.011 0.010 0.026
H 6.01679 5.79688 5.24884 0.000 0.004 0.001
H 4.63449 3.51589 4.81105 0.003 0.012 0.021
N 2.56740 -3.64817 0.55972 -0.132 0.101 -0.065
C 3.46741 -3.94773 1.54270 0.010 -0.070 -0.015
C 4.39062 -4.80815 1.00764 0.075 0.037 -0.013
C 4.04342 -5.02166 -0.35590 -0.055 0.026 0.106
C 2.91280 -4.28883 -0.59827 0.054 -0.098 0.010
H 1.77820 -3.03659 0.65309 0.077 0.093 0.138
H 3.37510 -3.52334 2.52816 -0.031 -0.048 0.023
H 5.23170 -5.23331 1.53066 0.015 -0.007 -0.024
H 4.55972 -5.64064 -1.07004 -0.007 -0.011 -0.001
H 2.32680 -4.15305 -1.48720 0.120 -0.110 -0.087
N 5.16072 -4.74358 4.89535 -0.031 0.000 0.012
C 5.46411 -4.64182 6.22652 -0.043 0.025 -0.035
C 5.05176 -5.79599 6.83765 -0.020 0.017 0.078
C 4.47930 -6.62742 5.83557 -0.033 0.024 0.020
C 4.56197 -5.95045 4.64905 -0.011 0.022 -0.052
H 5.35296 -4.04250 4.20390 0.054 -0.023 -0.013
H 5.94754 -3.76505 6.62198 0.017 -0.012 0.008
H 5.15412 -6.02529 7.88575 0.038 -0.030 -0.010
H 4.06003 -7.61003 5.97289 0.018 -0.010 0.003
H 4.25178 -6.22241 3.65446 -0.018 -0.010 0.007
N 0.97156 2.91644 -0.98824 0.115 0.043 0.188
C 1.13515 4.02895 -1.76167 -0.161 -0.115 0.005
C -0.03873 4.24010 -2.44124 -0.032 0.134 -0.057
C -0.94424 3.21695 -2.05109 -0.058 0.024 -0.004
C -0.28568 2.42135 -1.14835 0.019 -0.113 0.024
H 1.66577 2.50902 -0.38062 0.079 -0.067 -0.111
H 2.06490 4.57084 -1.76973 0.005 -0.010 -0.039
H -0.23217 5.03424 -3.14389 0.054 -0.022 -0.040
H -1.96073 3.09219 -2.39344 0.009 0.088 -0.007
H -0.59557 1.55170 -0.59667 0.077 0.038 0.075
N 1.55129 -6.87653 -3.11536 -0.045 0.025 -0.034
C 2.28817 -6.18510 -4.04057 -0.047 0.038 0.053
C 3.01552 -7.09391 -4.76087 0.005 0.012 -0.018
C 2.70440 -8.38361 -4.25124 0.007 -0.007 -0.006
C 1.79966 -8.21614 -3.23811 -0.018 0.011 0.027
H 0.92939 -6.46597 -2.44361 0.033 -0.049 0.041
H 2.23374 -5.11114 -4.10606 0.028 0.002 -0.007
H 3.69605 -6.86196 -5.56279 0.002 -0.002 0.000
H 3.10216 -9.32537 -4.58934 0.003 -0.001 -0.002
H 1.31484 -8.93153 -2.59647 0.009 -0.006 0.001
N -1.86084 7.29429 -2.41150 0.005 -0.081 0.094
C -1.55691 8.62926 -2.40166 -0.063 -0.004 -0.022
C -2.30148 9.23181 -3.38082 -0.011 -0.004 0.006
C -3.08270 8.22007 -4.00785 -0.023 0.056 0.054
C -2.78757 7.03732 -3.38517 -0.010 -0.061 -0.023
H -1.46560 6.59934 -1.80320 0.099 0.039 -0.010
H -0.84215 9.03304 -1.70555 0.000 0.012 -0.006
H -2.28579 10.28032 -3.62596 0.005 0.000 -0.008
H -3.77787 8.34709 -4.82094 0.011 -0.004 -0.013
H -3.15657 6.03847 -3.54793 -0.026 0.011 -0.049
N 2.58700 -6.19848 9.39608 -0.020 0.025 -0.008
C 2.87328 -6.09740 10.73000 -0.006 0.021 -0.027
C 2.45714 -7.25206 11.33713 0.002 -0.008 0.006
C 1.89880 -8.08297 10.32810 0.000 -0.007 0.006
C 1.99488 -7.40487 9.14225 0.003 0.022 -0.019
H 2.78541 -5.49820 8.70451 0.047 -0.035 -0.026
H 3.34768 -5.21849 11.13161 -0.003 -0.003 0.013
H 2.54435 -7.47786 12.38653 0.002 -0.003 0.001
H 1.47758 -9.06552 10.45887 0.002 -0.003 0.002
H 1.69622 -7.67680 8.14437 -0.001 -0.006 0.000
N 7.57403 8.97486 1.31897 -0.008 0.007 0.005
C 7.78760 10.21707 0.78491 -0.025 -0.019 -0.001
C 8.66579 10.87804 1.60031 0.005 0.004 0.003
C 8.99660 9.99954 2.66810 0.001 0.011 -0.002
C 8.30844 8.83410 2.46562 -0.037 -0.037 0.010
H 6.97128 8.27380 0.93069 0.023 -0.019 -0.005
H 7.30025 10.52259 -0.12491 0.005 0.012 0.000
H 9.03231 11.87931 1.44929 0.003 0.001 0.000
H 9.66408 10.20137 3.48875 0.004 0.001 -0.001
H 8.27891 7.92054 3.03474 0.011 0.000 0.003
N -5.71030 6.95514 -1.03857 -0.048 -0.040 -0.070
C -4.87670 5.89911 -0.82840 0.152 -0.045 0.028
C -5.64633 4.80577 -0.52356 -0.075 0.025 -0.106
C -7.00581 5.22416 -0.55780 -0.013 -0.048 -0.069
C -7.01011 6.55523 -0.88521 -0.012 0.089 0.090
H -5.41003 7.88262 -1.28524 0.030 -0.009 -0.037
H -3.81137 6.01259 -0.91794 0.006 0.017 0.041
H -5.27739 3.81634 -0.30729 0.012 0.004 0.076
H -7.87878 4.61890 -0.38008 -0.011 0.017 0.018
H -7.82368 7.24512 -1.03046 -0.018 -0.008 0.060
N -2.42270 -5.87208 0.24104 0.013 -0.029 0.152
C -2.21262 -5.86155 1.59624 -0.040 0.098 -0.033
C -2.62365 -7.06596 2.09787 0.010 -0.007 0.015
C -3.09425 -7.83959 1.00311 0.005 0.019 0.000
C -2.95466 -7.08128 -0.12843 -0.066 0.038 -0.043
H -2.20980 -5.11091 -0.37622 -0.073 -0.228 -0.019
H -1.78644 -5.00207 2.08702 0.012 -0.014 0.017
H -2.58458 -7.36410 3.13199 0.005 -0.002 -0.003
H -3.48145 -8.84372 1.04189 0.002 -0.002 -0.003
H -3.17300 -7.30273 -1.16016 0.077 -0.007 -0.043
N -6.97393 5.45616 -4.00902 0.125 -0.012 -0.019
C -7.03527 4.22227 -4.59162 0.033 0.007 0.006
C -7.43610 4.38691 -5.89254 0.019 -0.016 -0.008
C -7.62240 5.77931 -6.10095 0.007 0.008 -0.005
C -7.32811 6.40987 -4.91979 0.020 -0.020 0.010
H -6.70689 5.63094 -3.05405 -0.084 -0.021 0.018
H -6.79362 3.33439 -4.03198 -0.036 -0.012 0.015
H -7.58322 3.59964 -6.61301 -0.012 0.004 -0.007
H -7.93774 6.26111 -7.01094 -0.004 -0.003 0.000
H -7.34168 7.45326 -4.65411 -0.011 0.003 -0.011